[1]
DFT (ωB97M-V/def2-TZVPD) results for a molecular structure, C17H20Cl2N2NaS2 in a non-equilibrium geometry.

Net charge: -1
E: -72068.69325 eV
Kohn-Sham gap: 6.15 eV

Atoms and positions in Å:
N1 1.27007 -0.86282 1.07007
H1 -2.96811 0.09298 -1.19435
C1 -0.86249 -0.75043 -3.35403
H2 -2.15276 1.64461 -0.77523
H3 3.07212 0.04223 0.40313
C2 -0.62390 -1.35290 -0.44006
H4 1.13159 -2.57753 -0.17285
C3 -0.19831 -2.93039 4.49452
C4 -0.54935 0.18614 -2.37414
S1 -0.01704 0.86604 3.27686
H5 0.59311 2.69518 -4.39404
H6 3.27966 -1.61469 1.05838
C5 0.78570 -1.55719 2.25812
H7 -0.95888 4.94165 -0.47420
H8 -1.00382 -2.14182 -1.12091
C6 0.53173 -3.63726 3.53074
H9 1.44162 -0.96877 -0.97587
H10 -0.87942 -0.99722 5.12442
Cl1 0.93135 5.18215 0.88455
H11 -2.32013 0.36672 0.46978
H12 2.98439 -0.24562 2.18239
C7 -0.63799 -0.50819 -4.69448
C8 0.86740 -1.49829 -0.20331
H13 -0.67469 6.67854 0.10256
N2 -0.89530 -0.01690 -1.04017
C9 -0.11110 0.73107 -5.08177
C10 0.16735 -0.82980 3.28105
H14 1.63083 -3.43066 1.63025
H15 -0.87577 -1.27731 -5.42432
H16 0.12110 0.93281 -6.09889
S2 0.32960 2.71923 -1.61678
Na1 0.25341 1.69747 0.77380
C11 -0.03669 1.44043 -2.76685
C12 0.19341 1.69693 -4.13231
C13 -0.68033 5.63085 0.35280
H17 0.71945 -4.69215 3.63291
C14 -0.33371 -1.56363 4.40076
C15 2.72270 -0.66934 1.18567
H18 -1.15484 -1.42486 0.52425
Cl2 -1.99720 5.53505 1.61687
H19 -0.67008 -3.41301 5.36465
H20 -1.25456 -1.72057 -3.05492
C16 0.98556 -2.93680 2.38421
C17 -2.15569 0.53809 -0.61326

***

[2]
DFT (ωB97M-V/def2-TZVPD) results for a single C3H7N molecule in a non-equilibrium geometry.

Net charge: 0
SMILES: C=CNC
E: -4713.38416 eV
Kohn-Sham gap: 8.68 eV

Atoms and positions in Å:
N1 0.38651 0.74654 0.33372
H1 -1.57137 1.44723 0.59494
H2 -1.34127 -0.35375 0.64804
H3 -0.83922 0.65309 1.99019
C1 0.38970 -1.27731 -1.01388
H4 0.61483 -1.71979 -1.97058
H5 0.86512 1.59694 0.56094
H6 1.83231 0.20252 -1.06222
H7 -0.28084 -1.82109 -0.36918
C2 0.88813 -0.08909 -0.61347
C3 -0.94390 0.61471 0.90150

***

[3]
DFT (ωB97M-V/def2-TZVPD) results for a single C4H11NO2 molecule in a non-equilibrium geometry.

Net charge: 0
SMILES: C[C@@H](O)[C@@H](N)CO
E: -9910.55307 eV
Kohn-Sham gap: 9.66 eV

Atoms and positions in Å:
H1 -0.40621 -2.68700 0.08370
H2 -0.00292 1.26706 2.10160
H3 -1.87712 -1.04072 0.28065
H4 1.45896 2.48682 -0.60279
O1 0.06631 -1.87262 -0.01934
O2 1.52888 1.96697 0.18565
H5 -1.91639 0.18831 -1.70516
N1 -0.31500 0.36244 1.78780
H6 -0.87251 1.35850 0.13150
C1 -0.90414 -0.86416 -0.22594
H7 1.22506 0.42034 -1.23887
H8 1.92714 -0.00714 0.26339
C2 1.15293 0.61554 -0.16397
C3 -0.32037 0.44376 0.30528
H9 -1.68662 -1.48590 -2.33219
H10 -0.42805 -0.38342 -2.27437
C4 -1.30491 -0.71080 -1.67793
H11 0.21622 -0.39363 2.17307

***

[4]
DFT (ωB97M-V/def2-TZVPD) results for a molecular structure, CH2BrNOS in a non-equilibrium geometry.

Net charge: 0
E: -85482.29740 eV
Kohn-Sham gap: 7.40 eV

Atoms and positions in Å:
C1 1.01378 -0.82169 0.04935
N1 0.95959 0.41434 0.10565
H1 1.25755 1.03071 -0.58572
Br1 -1.95097 1.31286 0.19406
O1 1.04875 -1.95199 0.02299
S1 -2.17207 -0.89254 0.09209
H2 -0.15664 0.90832 0.12158

***

[5]
DFT (ωB97M-V/def2-TZVPD) results for 3 unconnected molecules or ions with the total composition C3H10O3S in a non-equilibrium geometry.

Net charge: +1
2S+1: 2
E: -20240.97022 eV
Kohn-Sham gap (alpha / beta): 10.17 / 4.98 eV

Atoms and positions in Å:
C1 -0.43129 -1.23515 0.24491
H1 -0.47657 -1.62557 -0.77791
H2 -1.87966 4.79227 -1.46029
H3 0.35752 2.13900 0.63464
H4 -1.44631 0.53624 -0.45798
O1 2.84723 -2.52219 -0.64461
O2 1.50081 0.69398 -0.19918
H5 -1.84253 3.49561 -0.62968
C2 -0.76508 0.25855 0.35468
H6 3.55209 -3.16843 -0.78620
H7 0.55286 -1.51296 0.62055
O3 -2.12411 3.85944 -1.47046
C3 0.48324 1.11051 0.25545
S1 -1.56926 -2.24666 1.20168
H8 3.25273 -1.95174 0.02082
H9 -1.31437 0.45114 1.26991
H10 -0.69728 -3.07402 1.82367

***

[6]
DFT (ωB97M-V/def2-TZVPD) results for 2 unconnected molecules or ions with the total composition C2H6NO2S2 in a non-equilibrium geometry.

Net charge: -1
E: -29426.01118 eV
Kohn-Sham gap (alpha / beta): 7.34 / 7.34 eV

Atoms and positions in Å:
S1 -1.91197 -1.64989 0.28317
H1 0.63846 -0.20497 -2.03819
C1 1.08110 -0.35448 -1.08941
H2 2.01311 0.39277 1.23953
C2 0.88392 0.44214 1.03883
H3 2.13953 -0.27164 -1.15617
H4 0.33548 0.93653 1.82247
O1 -2.25877 1.10464 1.10331
O2 -2.62500 0.58774 -1.28812
S2 -1.97204 0.25975 -0.02904
N1 0.38878 0.66985 -0.33552
H5 0.50111 -0.59630 1.19690
H6 0.78629 -1.31614 -0.74777

***

[7]
DFT (ωB97M-V/def2-TZVPD) results for 12 unconnected molecules or ions with the total composition C40H112N8O12 in a non-equilibrium geometry.

Net charge: -1
2S+1: 2
E: -79779.89427 eV
Kohn-Sham gap (alpha / beta): 1.83 / 8.38 eV

Atoms and positions in Å:
C1 17.35010 -9.40884 8.95784
C2 12.34909 -3.59520 11.93845
H1 15.84773 2.10155 7.23065
O1 10.13089 -7.15133 11.68573
C3 18.53403 -8.98441 14.34976
C4 16.13572 -13.26370 8.54766
H2 12.61232 -0.33985 17.51718
N1 17.38285 -14.01062 8.68885
H3 14.46558 -3.31983 16.20025
C5 15.23585 -5.68873 13.45285
H4 17.82935 -13.93856 7.78578
H5 18.03666 0.97631 16.78613
H6 14.92507 -11.08768 11.60572
H7 19.16390 -9.47018 16.76634
H8 14.99511 -2.93403 12.95894
O2 13.34904 -3.03002 11.15174
H9 21.85095 -1.70231 17.18124
H10 12.82661 -7.80348 10.05349
H11 10.33681 -6.70365 13.70631
N2 16.49075 2.66755 7.76570
H12 19.08573 -3.41814 12.16192
H13 14.28426 -13.68742 7.54292
H14 15.55912 -8.34835 10.93445
O3 14.69887 -6.99786 9.58794
C6 13.60818 -0.25516 17.08221
H15 20.80033 -4.98533 13.44801
O4 19.25783 -5.51649 14.53691
N3 10.06795 -3.33029 13.08909
C7 20.40496 -8.74077 12.57905
H16 18.32771 -9.44836 8.47742
N4 17.56295 -7.09483 9.55600
H17 11.73825 -1.00526 12.92590
H18 11.71512 -2.42271 17.12486
H19 21.45561 -3.93844 11.48828
H20 15.94804 -1.69181 17.39077
H21 18.87722 -8.12889 14.93149
O5 20.13732 -0.49013 16.83413
H22 16.96359 -1.91598 18.61699
H23 17.04919 0.53157 18.18120
H24 14.79694 -8.97285 9.46088
H25 15.82743 -5.08225 16.99470
H26 16.97720 -6.31391 9.81518
C8 15.25310 -14.16998 7.67180
H27 19.51906 -3.00858 14.72661
O6 18.40282 -3.34673 10.23839
C9 17.79135 -1.14764 16.94658
C10 11.03716 -1.29379 12.14274
H28 18.00308 -13.53825 9.33092
C11 10.93826 -2.80854 12.02502
H29 17.20980 -4.92986 12.79269
H30 17.72019 -10.50486 16.49103
H31 15.48267 -12.50548 12.58645
H32 17.29995 -7.10498 16.13673
H33 16.15437 -3.18218 14.25230
O7 15.68347 -7.00887 13.19752
H34 17.06147 1.21807 9.14981
H35 17.84717 -7.46475 10.45181
N5 16.87138 -2.03228 17.61795
H36 13.35100 -4.85035 18.31616
H37 14.40590 1.75513 9.01277
N6 15.77622 -4.75435 11.32184
C12 15.19245 2.11924 9.67373
H38 13.79466 -2.81712 9.03265
H39 14.19591 0.48691 17.62259
C13 15.76557 -11.72531 11.87978
H40 18.22005 -6.91359 17.68322
H41 17.41185 -3.54954 16.96835
H42 9.79346 -4.29876 13.00658
H43 9.36450 -6.60216 11.86644
C14 17.26237 -6.78649 17.17847
C15 13.01937 -2.97249 9.78290
H44 12.69465 -3.71166 12.96564
C16 16.83443 -5.31711 17.33950
C17 18.78382 -10.37467 16.29143
H45 20.92176 -9.61280 12.97977
C18 19.30717 -3.82809 11.17653
H46 17.53653 -3.49013 10.62642
C19 21.42910 -0.71732 17.38109
C20 17.59308 3.15874 9.89263
C21 12.65655 -4.01069 18.28775
H47 12.88063 -5.99974 9.89108
C22 15.37625 -8.14939 9.87848
H48 21.39156 -0.62482 18.46651
N7 11.82630 -4.13199 16.01305
H49 16.77218 -10.04629 8.28868
H50 15.44769 -14.00274 10.52002
C23 13.71198 -2.54292 16.32904
H51 14.19399 -5.63939 13.13632
H52 15.22282 -7.66059 15.14789
C24 12.44960 -3.21007 16.95541
N8 18.29950 -7.62984 12.37952
H53 10.42134 -9.27632 13.11174
H54 18.59497 3.18452 9.46409
H55 17.74659 2.84622 10.92552
H56 19.13833 -4.90181 11.25844
H57 18.73964 -6.84172 12.83255
H58 16.40491 -12.33568 8.04327
H59 10.44803 -2.91213 11.05702
H60 11.32228 -8.68396 14.45925
O8 17.70514 -4.41644 16.67842
H61 17.81594 -1.37777 15.88144
C25 15.54723 -13.06686 9.97020
H62 19.42303 -2.28013 17.63323
H63 12.21915 -2.26136 9.57781
H64 15.34442 -5.47116 14.51539
H65 20.49524 -3.51782 16.20223
H66 15.65704 -14.41769 6.69019
C26 17.29071 0.27022 17.15093
H67 11.71989 -4.37812 18.70700
H68 17.34211 2.42084 7.28154
H69 19.06407 -0.82302 18.62093
H70 22.17007 -0.03590 16.96308
H71 13.60049 0.07160 16.04237
H72 18.67573 -5.12189 15.19040
O9 16.39026 -12.24500 10.74587
H73 11.55683 -3.56827 15.21951
C27 11.23204 -8.59750 13.37643
C28 16.01443 -3.25485 13.17376
H74 20.97209 -3.83933 9.86602
H75 14.02414 -8.00489 13.84416
H76 15.47943 -8.87145 13.84613
H77 11.34646 -0.88381 11.18131
O10 15.02410 1.52054 10.92588
H78 16.49614 -11.03463 12.30087
H79 15.47902 -5.69700 11.11406
H80 14.63128 -12.49595 9.81783
C29 19.16492 -1.22136 17.61135
H81 14.95563 -15.09828 8.15951
H82 16.34982 0.38137 16.61197
H83 20.79015 -7.84886 13.07324
H84 11.84248 -6.65982 12.79851
H85 20.66866 -8.69844 11.52228
O11 19.01773 -10.23342 14.89074
H86 13.45205 -2.15329 15.34481
H87 16.51179 -7.47409 17.56827
H88 18.38659 -9.64360 12.25079
H89 12.14470 -4.64819 11.74470
H90 12.99476 -3.25150 18.99299
C30 16.14381 -4.72417 12.69549
H91 14.92860 -4.21455 11.22055
H92 19.33537 -11.22389 16.69481
C31 20.70076 -3.47155 10.85557
C32 20.50763 -4.93033 14.49653
H93 9.23267 -2.76482 13.14078
H94 17.45764 -9.13059 14.43989
H95 12.11447 -8.97050 12.85654
H96 16.07082 -0.30243 10.67459
C33 13.41755 -6.89848 10.19452
H97 17.39503 -7.59527 12.82768
H98 14.84169 3.14944 9.73516
H99 20.84103 -2.39133 10.89479
C34 16.63117 2.21945 9.13705
H100 16.88876 -5.10238 18.40675
C35 20.39424 -3.52798 15.11697
C36 15.07921 -7.88774 14.09154
O12 14.28584 -1.50460 17.15450
C37 15.08936 0.13312 10.86204
H101 17.32901 4.21562 9.92952
H102 21.30585 -5.42230 15.05232
H103 16.79346 -2.57102 12.83676
H104 10.05563 -0.85581 12.32406
H105 13.61172 -6.69196 11.24701
C38 18.89117 -8.84975 12.80151
H106 14.73560 -0.24151 11.82257
H107 10.90252 -4.31134 16.37987
H108 14.45546 -0.31784 10.09856
H109 16.43093 -7.72639 7.99574
C39 10.88906 -7.17910 12.89572
H110 21.30482 -3.03260 14.78000
H111 12.66183 -3.94509 9.44478
C40 16.62354 -8.07645 9.00986
H112 17.42071 -9.83815 9.95724

***

[8]
DFT (ωB97M-V/def2-TZVPD) results for a single C4H8O2 molecule.

Net charge: 0
SMILES: C[C@H]1O[C@H]1CO
E: -8371.18525 eV
Kohn-Sham gap: 11.30 eV

Atoms and positions in Å:
C1 1.84098 0.39734 -0.04422
H1 -0.98075 -1.72126 0.05253
H2 1.29985 -1.50782 0.88204
H3 2.44991 -0.12127 -0.79483
C2 -0.53586 -0.72603 0.03066
H4 -2.10138 0.54089 1.00638
C3 0.84957 -0.59415 0.48878
O1 -0.21804 -0.17599 1.32529
H5 -0.82995 1.21380 -0.90614
H6 2.50538 0.75852 0.74886
C4 -1.37900 0.28014 -0.71780
O2 -2.49464 0.49864 0.11995
H7 1.35415 1.25265 -0.51951
H8 -1.76020 -0.09545 -1.67198

***

The following energy relative to the best compared isomer or geometry (same formula, charge and spin) values (in eV) correspond, in order, to the records above: 0.000 0.773 1.689 2.203 0.319 3.822 0.000 2.096.